Entry 1:
Formula: C6H14N2
Source: the Open Molecules 2025 dataset
Level of theory: ωB97M-V/def2-TZVPD

Calculated values
maximum force	0.016	hartree/bohr
SMILES string	[H]/N=C/NC.C=CCC
DFT total energy	-346.477501	hartree
energy above the lowest of the compared OMol25 structures with the same formula, charge and spin	1.351	eV

```
! RIJCOSX wB97M-V def2-TZVPD def2/J DEFGRID3
* xyz 0 1
H -1.6168 -1.7453 2.1743
N -1.6408 -2.3970 1.3998
C -0.7485 -2.1157 0.5441
N -0.5876 -2.8423 -0.6135
C 0.6748 -2.7531 -1.3217
H 0.0205 -1.3493 0.6476
H -1.0782 -3.7249 -0.5640
H 0.5671 -3.2635 -2.2780
H 0.8303 -1.7050 -1.5699
H 1.5311 -3.1658 -0.7872
C 1.8684 3.0830 -0.0390
C 0.7350 2.5233 -0.4503
C 0.0530 1.2974 0.0995
C -1.2496 1.6987 0.8006
H 2.1869 4.0416 -0.4191
H 2.4464 2.5941 0.7366
H 0.1365 3.0416 -1.1984
H -0.2193 0.6711 -0.7540
H 0.7742 0.7441 0.7028
H -1.8312 2.2823 0.0892
H -1.8194 0.8175 1.0965
H -1.0327 2.2672 1.7041
*
```

Atomic partial charges in e from the Löwdin method, atoms 1 to 6: H 0.02; N 0.07; C -0.36; N -0.07; C -0.11; H 0.10

Entry 2:
Formula: C6H14N2
Source: the Open Molecules 2025 dataset
Level of theory: ωB97M-V/def2-TZVPD

Calculated values
maximum force	0.082	hartree/bohr
SMILES string	C=CC[C@H](CN)NC
DFT total energy	-346.425959	hartree
energy above the lowest of the compared OMol25 structures with the same formula, charge and spin	2.754	eV

```
! RIJCOSX wB97M-V def2-TZVPD def2/J DEFGRID3
* xyz 0 1
C -2.5210 -2.1077 1.1277
C -1.8888 -0.9260 1.3048
C -0.4247 -0.8636 1.0751
C 0.0753 -0.0298 -0.1769
C 1.5630 -0.5166 -0.4224
N 2.0353 0.0233 -1.6854
N -0.0798 1.4146 0.1865
C 0.0895 2.5044 -0.7539
H -3.5491 -2.2993 1.1953
H -1.9775 -2.9459 0.8454
H -2.5010 0.0063 1.4189
H -0.0267 -1.8242 1.1523
H 0.0677 -0.3979 2.0338
H -0.4631 -0.4475 -0.9972
H 1.3257 -1.6155 -0.3830
H 2.1993 -0.2438 0.4018
H 2.4958 0.8836 -1.4974
H 2.5025 -0.5473 -2.4113
H 0.4782 1.5798 0.9790
H 0.9688 3.1310 -0.6250
H 0.4342 2.2516 -1.8196
H -0.8035 2.9705 -0.9483
*
```

Atomic partial charges in e from the Löwdin method, atoms 1 to 6: C 0.01; C -0.17; C -0.21; C -0.30; C -0.25; N -0.01

Entry 3:
Formula: C6H14N2
Source: the Open Molecules 2025 dataset
Level of theory: ωB97M-V/def2-TZVPD

Calculated values
maximum force	0.120	hartree/bohr
SMILES string	CC(C)[C@]1(C)N[C@H]1N
DFT total energy	-346.429362	hartree
energy above the lowest of the compared OMol25 structures with the same formula, charge and spin	2.661	eV

```
! RIJCOSX wB97M-V def2-TZVPD def2/J DEFGRID3
* xyz 0 1
C -1.8678 -0.4659 -1.1538
C -1.1986 0.1267 0.0729
C -1.2031 -0.8698 1.2259
C 0.4285 0.6056 -0.0598
C 0.8774 1.5880 0.9911
N 0.5341 1.0623 -1.4012
C 1.3208 -0.3584 -0.6310
N 2.6441 -0.4951 -0.1414
H -1.2738 -1.2777 -1.5732
H -2.0351 0.2911 -1.9164
H -2.8366 -0.8814 -0.8699
H -1.7001 1.0529 0.3505
H -2.2360 -1.1033 1.4942
H -0.6824 -1.7841 0.9452
H -0.7260 -0.4642 2.1150
H 0.1967 2.4379 1.0018
H 0.9368 1.1110 1.9687
H 1.8652 1.9620 0.7282
H 0.1336 0.5895 -2.2047
H 0.9639 -1.2170 -1.2037
H 2.7193 -0.6537 0.8540
H 3.1390 -1.2563 -0.5924
*
```

Atomic partial charges in e from the Löwdin method, atoms 1 to 6: C -0.09; C -0.33; C -0.09; C -0.57; C -0.03; N 0.10

Entry 4:
Formula: C6H14N2
Source: the Open Molecules 2025 dataset
Level of theory: ωB97M-V/def2-TZVPD

Calculated values
maximum force	0.124	hartree/bohr
DFT total energy	-346.183646	hartree
energy above the lowest of the compared OMol25 structures with the same formula, charge and spin	0.968	eV

```
! RIJCOSX wB97M-V def2-TZVPD def2/J DEFGRID3
* xyz 1 2
C 1.7096 -1.3182 1.8865
C 1.0738 -0.9444 0.5206
C -0.2692 -0.2670 0.9017
C -0.9411 0.4205 -0.2944
C -1.1236 1.7504 -0.2868
N -2.0118 2.5494 -0.9935
C -1.3117 -0.5123 -1.5304
N 2.0475 -0.0550 -0.2631
H 2.4100 -0.6112 2.2571
H 1.0070 -1.7123 2.7267
H 2.3160 -2.2842 1.6764
H 0.8287 -1.8084 -0.0953
H -0.8507 -1.1451 1.3171
H -0.1986 0.4987 1.6142
H -0.6938 2.3579 0.4748
H -1.6331 3.4641 -1.1143
H -2.6198 2.1366 -1.5951
H -1.5332 0.0478 -2.4322
H -0.4626 -1.0376 -1.7893
H -2.1578 -1.2148 -1.3149
H 1.5400 0.1551 -1.1910
H 2.8745 -0.4698 -0.4746
*
```

Atomic partial charges in e from the Löwdin method, atoms 1 to 6: C -0.07; C -0.40; C -0.11; C -0.12; C -0.03; N 0.24

Entry 5:
Formula: C6H14N2O
Source: the Open Molecules 2025 dataset
Level of theory: ωB97M-V/def2-TZVPD

Calculated values
maximum force	0.089	hartree/bohr
DFT total energy	-421.640606	hartree
energy above the lowest of the compared OMol25 structures with the same formula, charge and spin	4.345	eV

```
! RIJCOSX wB97M-V def2-TZVPD def2/J DEFGRID3
* xyz 0 1
C -1.1618 -0.2318 -0.6598
C 0.0316 0.4027 -1.1492
C 1.6213 0.6541 0.1567
C 0.4585 -1.9568 0.6465
C 1.4422 2.0317 0.7487
C -0.1488 -0.5824 0.7518
N -1.5316 -1.4498 -1.3314
N -2.2586 0.5962 -0.2568
O -0.5487 -0.0445 1.7696
H -2.0594 -1.2247 -2.1700
H -2.1290 -2.0169 -0.7381
H -1.9249 1.4823 0.1072
H -2.7532 0.1604 0.5169
H -0.0169 1.4717 -1.3154
H 0.5981 -0.1752 -1.8663
H 2.0783 -0.0191 0.8796
H 2.3033 0.6373 -0.6937
H -0.3401 -2.7002 0.6690
H 1.1361 -2.1015 1.4885
H 1.0080 -2.0987 -0.2798
H 2.3593 2.3680 1.2400
H 0.6440 2.0181 1.4947
H 1.1924 2.7789 -0.0086
*
```

Atomic partial charges in e from the Löwdin method, atoms 1 to 6: C -0.58; C 0.03; C -0.15; C -0.03; C -0.14; C -0.46

Entry 6:
Formula: C6H14N2O
Source: the Open Molecules 2025 dataset
Level of theory: ωB97M-V/def2-TZVPD

Calculated values
maximum force	0.063	hartree/bohr
DFT total energy	-421.671201	hartree
energy above the lowest of the compared OMol25 structures with the same formula, charge and spin	3.512	eV

```
! RIJCOSX wB97M-V def2-TZVPD def2/J DEFGRID3
* xyz 0 1
C 0.4643 -2.0261 1.0581
C 0.3944 -0.2412 -0.8449
C 0.6274 -0.6030 0.6269
N 0.5568 -1.3304 -1.7797
N 1.1774 0.9692 -1.1205
O 1.6714 0.0192 1.2440
H 1.7928 0.8646 0.7585
H 1.5195 -1.6413 -1.8362
H 0.2142 -1.0744 -2.6993
H 2.0317 0.7588 -1.6245
H 0.6104 1.6591 -1.6094
H 0.1936 -2.7531 0.2938
H 1.3450 -2.4078 1.5695
H -0.3790 -2.0988 1.7473
C -1.3033 1.9601 1.0723
C -0.9806 0.5206 0.8075
C -1.1194 0.0878 -0.6278
H -1.2425 -0.0618 1.6887
H -0.5220 2.7215 1.1849
H -1.9566 2.2391 1.9017
H -1.9170 2.4191 0.2791
H -1.4849 0.8533 -1.3191
H -1.6935 -0.8346 -0.7708
*
```

Atomic partial charges in e from the Löwdin method, atoms 1 to 6: C -0.01; C -0.55; C -0.37; N 0.08; N 0.09; O 0.00

Which formula does entry 4 have? C6H14N2

Which value of DFT total energy does entry 2 give? -346.425959 hartree